Below is 2 unconnected molecules or ions with the total composition C6H16 at a distorted geometry, with properties calculated with ωB97M-V with the def2-TZVPD basis set.

Its structure (SMILES) is CCC.CCC. For the LUMO energy, the calculation gives 1.12 eV. The calculation puts the energy above the lowest of the compared OMol25 structures with the same formula, charge and spin at 1.7196 eV. The highest occupied orbital energy is -10.99 eV. As for the maximum force: 0.0533 Eh/bohr. The frontier orbital gap comes out at 12.11 eV.

XYZ file:
```
22
C6H16 ωB97M-V with the def2-TZVPD basis set
C -0.56 -1.43 1.89
C -0.58 0.06 2.33
C -1.21 -1.65 0.51
H -1.15 -1.91 2.72
H 0.54 -1.65 2.14
H -1.48 0.35 2.75
H 0.10 0.20 3.12
H -0.52 -2.29 -0.08
H -0.18 0.59 1.49
H -1.61 -0.68 0.14
H -2.17 -2.08 0.64
C 1.06 0.38 -1.44
C 1.64 1.74 -1.09
C -0.27 0.47 -2.25
H 1.68 -0.12 -2.11
H 0.91 -0.13 -0.51
H 2.21 2.22 -1.90
H -0.19 1.31 -2.96
H -0.46 -0.44 -2.85
H 2.38 1.59 -0.21
H 0.94 2.61 -0.86
H -1.07 0.87 -1.49
```



Below is a single C4H9N molecule at a distorted geometry, with properties calculated with ωB97M-V with the def2-TZVPD basis set.

Its structure (SMILES) is CNC1CC1. For the LUMO energy, the calculation gives 1.18 eV. The calculation puts the energy above the lowest of the compared OMol25 structures with the same formula, charge and spin at 2.7479 eV. The highest occupied orbital energy is -9.24 eV. As for the maximum force: 0.1077 Eh/bohr. The frontier orbital gap comes out at 10.42 eV.

XYZ file:
```
14
C4H9N ωB97M-V with the def2-TZVPD basis set
C -1.56 0.67 0.97
C 0.66 0.18 0.18
C 1.59 -0.12 -0.90
C 0.51 -1.15 -0.47
H -1.28 1.09 2.01
H -2.56 1.08 0.60
H -1.65 -0.52 1.15
H -1.04 0.71 -1.02
H 1.11 0.31 1.21
H 2.68 -0.33 -0.59
H 1.37 0.31 -1.86
H -0.35 -1.13 -1.03
H 0.94 -2.21 -0.24
N -0.44 1.10 -0.02
```



Below is a single C13H11N5S molecule at a distorted geometry, with properties calculated with ωB97M-V with the def2-TZVPD basis set.

Its structure (SMILES) is c1ccc(SCc2nc(-c3ccncc3)n[nH]2)nc1. For the LUMO energy, the calculation gives 0.50 eV. The highest occupied orbital energy is -8.77 eV. As for the maximum force: 0.0220 Eh/bohr. The frontier orbital gap comes out at 9.27 eV.

XYZ file:
```
30
C13H11N5S ωB97M-V with the def2-TZVPD basis set
C -1.34 0.32 -3.83
C -0.52 1.37 -4.20
N -0.11 2.30 -3.36
C -0.51 2.23 -2.10
C -1.35 1.23 -1.61
C -1.75 0.25 -2.51
H -2.39 -0.55 -2.17
H -1.66 1.19 -0.58
S 0.12 3.57 -1.13
C -0.23 3.06 0.61
C 0.45 1.79 0.93
N -0.13 0.67 1.29
C 0.89 -0.20 1.45
N 2.07 0.34 1.20
N 1.78 1.60 0.87
H 2.51 2.25 0.60
C 0.70 -1.59 1.85
C 1.79 -2.45 1.99
C 1.54 -3.75 2.37
N 0.32 -4.23 2.61
C -0.70 -3.41 2.47
C -0.58 -2.08 2.09
H -1.43 -1.43 1.99
H -1.67 -3.84 2.67
H 2.35 -4.46 2.50
H 2.79 -2.09 1.81
H 0.17 3.88 1.20
H -1.30 2.98 0.77
H -0.16 1.48 -5.22
H -1.64 -0.43 -4.55
```